(1)
{"formula": "C28H42O21", "method": "ωB97M-V with the def2-TZVPD basis set", "elements": ["C", "C", "C", "O", "C", "O", "O", "H", "H", "H", "H", "H", "H", "C", "C", "C", "O", "C", "O", "O", "H", "H", "H", "H", "H", "H", "C", "C", "C", "O", "C", "O", "O", "H", "H", "H", "H", "H", "H", "C", "C", "C", "O", "C", "O", "O", "H", "H", "H", "H", "H", "H", "C", "C", "C", "O", "C", "O", "O", "H", "H", "H", "H", "H", "H", "C", "C", "C", "O", "C", "O", "O", "H", "H", "H", "H", "H", "H", "C", "C", "C", "O", "C", "O", "O", "H", "H", "H", "H", "H", "H"], "coordinates": [[-17.33994, 4.77590, -7.97284], [-16.81094, 5.66198, -6.87123], [-17.78560, 5.98307, -5.73134], [-17.00797, 5.79022, -4.54196], [-15.83925, 5.18906, -4.84593], [-15.05232, 4.80141, -4.04890], [-15.69940, 5.05739, -6.17959], [-16.61132, 4.73801, -8.78197], [-18.19115, 5.31307, -8.40815], [-17.66514, 3.78515, -7.66539], [-16.40546, 6.56800, -7.32902], [-18.63147, 5.29586, -5.73333], [-18.10870, 7.01914, -5.69700], [-18.38077, -2.55355, -4.59014], [-17.24290, -2.08972, -5.48175], [-17.03766, -3.06394, -6.66140], [-16.93836, -2.18192, -7.79413], [-17.32776, -0.93714, -7.44432], [-17.45064, -0.01907, -8.18214], [-17.55217, -0.86420, -6.10625], [-18.43726, -1.79460, -3.79760], [-18.11025, -3.44434, -4.02239], [-19.35598, -2.61046, -5.06525], [-16.30166, -2.10754, -4.93518], [-17.81525, -3.81313, -6.81344], [-16.09096, -3.59906, -6.57560], [-19.19788, 4.09852, 1.68502], [-18.17856, 3.88888, 0.59479], [-18.71933, 4.05091, -0.81833], [-17.64911, 4.68587, -1.52949], [-16.73969, 5.15100, -0.64176], [-15.73967, 5.71717, -0.93482], [-17.15760, 4.92181, 0.62679], [-18.69244, 4.07969, 2.64986], [-19.83799, 3.21189, 1.68694], [-19.77595, 5.00007, 1.50946], [-17.62614, 2.95495, 0.71440], [-19.56394, 4.74898, -0.82165], [-19.04939, 3.13956, -1.30659], [-15.66993, -2.67657, 0.68597], [-15.16538, -3.47485, -0.48894], [-16.17804, -4.06734, -1.48520], [-15.70079, -3.64887, -2.75008], [-14.64043, -2.83265, -2.61083], [-14.08085, -2.31777, -3.52610], [-14.38959, -2.59336, -1.31074], [-16.28286, -3.24097, 1.39030], [-16.27110, -1.82075, 0.37385], [-14.79920, -2.29240, 1.21871], [-14.54599, -4.29242, -0.11024], [-17.20217, -3.70775, -1.34783], [-16.24739, -5.14960, -1.36139], [-12.56039, 4.70808, -8.00380], [-12.81965, 3.41889, -8.76575], [-13.07338, 2.19363, -7.88595], [-14.32133, 1.66552, -8.35859], [-14.79955, 2.41959, -9.35638], [-15.78006, 2.22315, -9.98995], [-13.98882, 3.49717, -9.58679], [-11.76687, 4.51687, -7.28316], [-13.46322, 5.08564, -7.52502], [-12.23619, 5.45630, -8.72768], [-11.96529, 3.27514, -9.43330], [-13.24840, 2.50086, -6.85022], [-12.29857, 1.43241, -7.87833], [-15.17731, 1.51323, -4.61271], [-15.22264, 0.92994, -3.22948], [-15.67796, 1.87482, -2.13335], [-16.43247, 0.98860, -1.24253], [-16.86832, -0.04504, -1.97435], [-17.56666, -0.94516, -1.59773], [-16.32242, -0.02193, -3.19346], [-14.77089, 0.84508, -5.36822], [-14.69123, 2.49189, -4.62896], [-16.19928, 1.74261, -4.93370], [-14.32661, 0.35674, -2.98671], [-16.36671, 2.63852, -2.49834], [-14.91944, 2.33966, -1.51156], [-20.78489, -3.08216, -1.31974], [-21.38638, -1.87231, -0.64641], [-21.15802, -1.79340, 0.87922], [-20.47200, -0.57217, 1.09178], [-20.25270, 0.04487, -0.10036], [-19.69761, 1.08702, -0.21934], [-20.67743, -0.71940, -1.11679], [-21.06899, -4.00674, -0.81187], [-19.69917, -2.98422, -1.27481], [-21.10720, -3.16692, -2.35572], [-22.45795, -1.77669, -0.82540], [-20.60202, -2.65274, 1.26205], [-22.09794, -1.77212, 1.43302]], "lowdin_charge": [-0.012, -0.306, -0.070, 0.066, -0.570, 0.154, 0.065, 0.080, 0.096, 0.099, 0.152, 0.134, 0.133, -0.019, -0.326, -0.073, 0.067, -0.555, 0.169, 0.085, 0.069, 0.081, 0.091, 0.126, 0.127, 0.131, -0.016, -0.316, -0.089, 0.040, -0.574, 0.164, 0.076, 0.089, 0.083, 0.088, 0.151, 0.135, 0.116, -0.016, -0.300, -0.089, 0.060, -0.567, 0.158, 0.092, 0.090, 0.074, 0.091, 0.149, 0.116, 0.132, -0.015, -0.319, -0.073, 0.069, -0.572, 0.167, 0.071, 0.092, 0.075, 0.085, 0.147, 0.119, 0.134, -0.007, -0.272, -0.036, 0.068, -0.570, 0.123, 0.069, 0.088, 0.072, 0.104, 0.153, 0.127, 0.147, -0.017, -0.296, -0.095, 0.072, -0.550, 0.161, 0.085, 0.089, 0.079, 0.086, 0.150, 0.130, 0.130], "lumo_energy_ev": 0.362, "total_charge": 0, "spin_multiplicity": 1, "gap_ev": 10.7, "smiles": "C[C@H]1COC(=O)O1.C[C@H]1COC(=O)O1.C[C@H]1COC(=O)O1.C[C@H]1COC(=O)O1.C[C@H]1COC(=O)O1.C[C@H]1COC(=O)O1.C[C@H]1COC(=O)O1"}

---

(2)
{"formula": "C28H42O21", "method": "ωB97M-V with the def2-TZVPD basis set", "elements": ["C", "C", "C", "O", "C", "O", "O", "H", "H", "H", "H", "H", "H", "C", "C", "C", "O", "C", "O", "O", "H", "H", "H", "H", "H", "H", "C", "C", "C", "O", "C", "O", "O", "H", "H", "H", "H", "H", "H", "C", "C", "C", "O", "C", "O", "O", "H", "H", "H", "H", "H", "H", "C", "C", "C", "O", "C", "O", "O", "H", "H", "H", "H", "H", "H", "C", "C", "C", "O", "C", "O", "O", "H", "H", "H", "H", "H", "H", "C", "C", "C", "O", "C", "O", "O", "H", "H", "H", "H", "H", "H"], "coordinates": [[-2.56315, 5.63909, 3.21146], [-2.68265, 7.03170, 2.70091], [-2.69334, 8.20206, 3.74384], [-1.59454, 9.02546, 3.38556], [-0.84900, 8.44185, 2.44262], [0.20842, 8.88511, 2.11324], [-1.43329, 7.32973, 1.99924], [-2.36314, 4.98212, 2.36823], [-3.35929, 5.34064, 3.89547], [-1.69807, 5.59753, 3.88296], [-3.34693, 7.23084, 1.85568], [-2.47709, 7.77724, 4.72983], [-3.61821, 8.76002, 3.86582], [-0.84939, -4.28355, -2.68920], [-1.25683, -5.73428, -2.93287], [-0.09648, -6.74189, -2.94945], [-0.25403, -7.52524, -1.78688], [-1.39441, -7.19777, -1.16952], [-1.80323, -7.66412, -0.16418], [-2.05872, -6.21660, -1.84456], [-1.41773, -3.80852, -1.89034], [-1.04291, -3.69502, -3.58727], [0.20554, -4.21625, -2.42205], [-1.86870, -5.76505, -3.83208], [0.91494, -6.33275, -3.03306], [-0.06058, -7.31755, -3.88267], [-4.23491, -5.13278, 2.44943], [-3.39806, -5.15008, 1.16135], [-3.47848, -3.92425, 0.28468], [-2.14593, -3.46968, 0.14781], [-1.35356, -4.08049, 1.04275], [-0.21147, -3.77767, 1.18426], [-2.05131, -5.03081, 1.67156], [-4.00389, -6.05794, 2.97329], [-5.30772, -5.11589, 2.24231], [-3.98930, -4.25692, 3.04836], [-3.60262, -6.11819, 0.70404], [-4.08473, -3.19162, 0.82682], [-3.88762, -4.10382, -0.70687], [8.20476, 0.51609, -1.83486], [7.06819, -0.20487, -2.51270], [7.18829, -1.72713, -2.54611], [5.87202, -2.19007, -2.22449], [5.14502, -1.17806, -1.73262], [4.05075, -1.25143, -1.27722], [5.79429, -0.01460, -1.86885], [9.18456, 0.34022, -2.26831], [8.19498, 0.44489, -0.74487], [7.97372, 1.58050, -1.96263], [6.97761, 0.28989, -3.48117], [7.87471, -2.11137, -1.79649], [7.38656, -2.03619, -3.56968], [-1.28419, -0.13553, -5.04130], [-2.46169, 0.37819, -4.23805], [-3.23106, 1.53271, -4.87925], [-4.57187, 1.08097, -4.74995], [-4.60797, -0.21763, -4.30336], [-5.60913, -0.84699, -4.20318], [-3.38272, -0.67774, -3.97305], [-0.90740, -1.03852, -4.55379], [-0.50776, 0.56882, -5.32217], [-1.67174, -0.59439, -5.96195], [-2.02490, 0.68951, -3.28459], [-2.78405, 1.75897, -5.85107], [-3.04818, 2.44311, -4.30585], [0.46051, 2.89311, 4.72915], [1.74919, 3.36016, 5.41968], [3.03101, 2.82538, 4.80797], [3.81059, 3.97154, 4.53461], [3.06298, 5.10074, 4.77511], [3.47387, 6.19927, 4.61001], [1.82862, 4.78766, 5.22263], [0.28119, 1.85611, 5.02613], [0.40566, 3.00175, 3.64546], [-0.42802, 3.43584, 5.05998], [1.67086, 3.17540, 6.49233], [2.74857, 2.38197, 3.84572], [3.47225, 2.05363, 5.43626], [-0.12576, -0.88747, -1.41302], [-0.24083, -0.58880, 0.05547], [1.04600, 0.03440, 0.65440], [0.63176, 1.26691, 1.27161], [-0.66973, 1.46563, 0.98049], [-1.29013, 2.42918, 1.29090], [-1.19101, 0.40902, 0.36921], [0.56811, -0.17007, -1.85428], [-1.11508, -1.02010, -1.85100], [0.37137, -1.84527, -1.58722], [-0.44703, -1.48391, 0.64751], [1.78734, 0.24222, -0.11697], [1.48735, -0.62831, 1.39483]], "lowdin_charge": [-0.022, -0.275, -0.081, 0.068, -0.596, 0.158, 0.067, 0.087, 0.094, 0.089, 0.153, 0.127, 0.127, -0.010, -0.274, -0.101, 0.099, -0.557, 0.175, 0.070, 0.065, 0.080, 0.087, 0.148, 0.131, 0.130, -0.020, -0.292, -0.085, 0.025, -0.574, 0.156, 0.088, 0.089, 0.088, 0.091, 0.139, 0.138, 0.139, -0.031, -0.317, -0.072, 0.072, -0.588, 0.154, 0.092, 0.091, 0.094, 0.089, 0.151, 0.137, 0.136, -0.028, -0.343, -0.094, 0.074, -0.541, 0.169, 0.093, 0.070, 0.092, 0.093, 0.137, 0.130, 0.134, -0.022, -0.298, -0.111, 0.065, -0.546, 0.173, 0.081, 0.089, 0.078, 0.077, 0.149, 0.129, 0.135, -0.007, -0.305, -0.060, 0.064, -0.590, 0.149, 0.103, 0.093, 0.080, 0.084, 0.123, 0.120, 0.135], "lumo_energy_ev": 0.259, "total_charge": 0, "spin_multiplicity": 1, "gap_ev": 10.6, "smiles": "C[C@H]1COC(=O)O1.C[C@H]1COC(=O)O1.C[C@H]1COC(=O)O1.C[C@H]1COC(=O)O1.C[C@H]1COC(=O)O1.C[C@H]1COC(=O)O1.C[C@H]1COC(=O)O1"}

---

Which structure is the most stable? The one labeled (1).

---

(1)
{"formula": "C3H2N2S2", "method": "ωB97M-V with the def2-TZVPD basis set", "elements": ["C", "C", "C", "N", "N", "S", "S", "H", "H"], "coordinates": [[-0.50842, 0.60162, 0.27188], [0.13439, -0.55640, 0.26362], [-1.24322, -0.02302, 2.19821], [-1.30150, 0.94762, 1.33926], [-0.52286, -1.10734, 1.94620], [-1.87799, -0.37096, 3.80142], [-0.70935, -2.05825, 3.34527], [-0.45895, 1.33335, -0.51938], [0.80729, -1.24736, -0.17111]], "nbo_charge": [-0.076, -0.022, 0.239, -0.532, -0.615, 0.180, 0.352, 0.239, 0.235], "lumo_energy_ev": -0.376, "total_charge": 0, "spin_multiplicity": 1, "gap_ev": 8.0}

---

(2)
{"formula": "C3H2N2S2", "method": "ωB97M-V with the def2-TZVPD basis set", "elements": ["C", "C", "C", "N", "N", "S", "S", "H", "H"], "coordinates": [[-0.51781, 1.27965, 0.41627], [-0.53815, 0.70855, -1.92462], [-0.91387, 1.58313, -0.89727], [-0.41012, 1.06049, 1.54706], [-0.32005, -0.09102, -2.69275], [-1.89088, 2.91008, -0.76244], [2.01750, -2.19114, 1.14076], [1.71437, -2.80261, 2.45398], [0.85901, -2.45713, 0.71899]], "nbo_charge": [0.196, 0.212, -0.314, -0.207, -0.174, 0.287, -0.284, 0.167, 0.117], "lumo_energy_ev": -2.979, "total_charge": 0, "spin_multiplicity": 1, "gap_ev": 6.7}

---

Which structure is the most stable? The one labeled (2).

---

(1)
{"formula": "H7O3S", "method": "ωB97M-V with the def2-TZVPD basis set", "elements": ["S", "H", "H", "H", "O", "H", "H", "O", "H", "H", "O"], "coordinates": [[0.66783, 1.28780, 1.52055], [-0.34807, 0.96881, 2.34119], [0.23042, -3.23090, -1.71162], [-0.73033, -2.08572, -1.34220], [-0.40120, -2.61290, -2.08729], [-0.11217, -1.98590, 1.24519], [-0.67371, -0.58745, 0.96061], [-0.81310, -1.54174, 0.76283], [0.26049, 2.09489, -0.59624], [-0.19881, 1.07695, -1.66653], [-0.01178, 2.00828, -1.53704]], "nbo_charge": [-1.020, 0.091, 0.459, 0.504, -0.970, 0.468, 0.508, -1.010, 0.505, 0.463, -0.998], "lumo_energy_ev": 3.740, "total_charge": -1, "spin_multiplicity": 1, "gap_ev": 7.3}

---

(2)
{"formula": "H7O3S", "method": "ωB97M-V with the def2-TZVPD basis set", "elements": ["S", "H", "H", "H", "O", "H", "H", "O", "H", "H", "O"], "coordinates": [[1.54482, -0.52818, 1.16555], [0.88423, -0.69834, -0.00774], [-0.93504, -1.72507, -0.01877], [-2.22692, -1.34264, 0.64429], [-1.81703, -2.16881, 0.22813], [-1.08654, -0.70988, -1.16151], [-1.77727, 0.73212, -1.44270], [-1.35338, -0.11466, -1.83986], [1.61400, 2.51220, 1.05911], [2.62848, 1.53189, 0.73032], [2.52463, 2.51138, 0.64318]], "nbo_charge": [-1.009, 0.056, 0.462, 0.463, -0.928, 0.461, 0.471, -0.943, 0.464, 0.502, -0.998], "lumo_energy_ev": 3.565, "total_charge": -1, "spin_multiplicity": 1, "gap_ev": 7.0}

---

Which structure is the most stable? The one labeled (1).

---

(1)
{"formula": "H7O3S", "method": "ωB97M-V with the def2-TZVPD basis set", "elements": ["S", "H", "H", "H", "O", "H", "H", "O", "H", "H", "O"], "coordinates": [[-0.67667, -0.07389, -1.36900], [-1.63078, -0.56464, -2.43797], [1.18354, -1.49310, 1.47311], [1.85961, -0.74731, 0.29832], [2.07903, -1.29817, 1.14909], [0.31628, 3.48871, -0.24041], [1.12718, 2.32007, -0.56366], [1.29319, 3.22293, -0.34790], [-2.15933, -1.05970, 1.17960], [-1.55887, -1.86499, -0.05787], [-1.83318, -1.92990, 0.91668]], "nbo_charge": [-1.083, 0.116, 0.480, 0.491, -0.973, 0.464, 0.485, -0.951, 0.470, 0.512, -1.012], "lumo_energy_ev": 4.091, "total_charge": -1, "spin_multiplicity": 1, "gap_ev": 7.7}

---

(2)
{"formula": "H7O3S", "method": "ωB97M-V with the def2-TZVPD basis set", "elements": ["S", "H", "H", "H", "O", "H", "H", "O", "H", "H", "O"], "coordinates": [[-1.51922, -0.50646, -0.26873], [-2.38247, -1.43014, -0.41940], [1.04894, -0.00270, 1.23856], [-0.24030, -0.45156, 1.95855], [0.63869, -0.02589, 2.20683], [0.53228, -1.53918, -0.69752], [2.03739, -1.21176, -1.24667], [1.40653, -1.89576, -1.06239], [-0.56561, 2.63367, 0.13569], [-0.77028, 1.84782, -1.04522], [-0.18595, 2.58196, -0.79971]], "nbo_charge": [-1.031, 0.100, 0.473, 0.501, -0.990, 0.512, 0.457, -1.016, 0.466, 0.494, -0.967], "lumo_energy_ev": 3.983, "total_charge": -1, "spin_multiplicity": 1, "gap_ev": 7.8}

---

Which structure is the most stable? The one labeled (2).